Entry from OMol25: a structure of composition C23H25N2O2Tm (the ωB97M-V functional and the def2-TZVPD basis).

```
53
Properties=species:S:1:pos:R:3
C 2.209 0.142 1.483
C 2.446 -0.474 0.213
C 2.244 0.513 -0.802
H 2.857 -1.467 0.030
C 1.894 1.741 -0.166
C 1.854 1.508 1.242
H 1.740 2.697 -0.681
C -1.380 -1.823 1.477
C -0.256 -2.408 0.854
C -0.426 -2.312 -0.555
H 0.576 -2.894 1.376
C -1.656 -1.627 -0.802
C -2.230 -1.305 0.469
H 2.532 0.409 -1.843
H 1.631 2.251 2.016
H 2.347 -0.319 2.462
H -3.194 -0.803 0.598
H 0.205 -2.792 -1.316
H -1.621 -1.892 2.543
Tm -0.047 0.122 0.290
C -2.398 -1.497 -2.123
C -3.786 -2.130 -1.939
C -1.644 -2.210 -3.254
H -3.692 -3.135 -1.514
H -4.303 -2.207 -2.898
H -4.408 -1.525 -1.271
H -1.656 -3.294 -3.087
H -0.604 -1.883 -3.339
H -2.135 -2.018 -4.212
C -2.604 0.014 -2.446
C -1.339 0.788 -2.654
H -3.144 0.500 -1.619
H -3.233 0.103 -3.348
O -0.514 0.965 -1.684
N -1.148 1.364 -3.831
C -0.208 2.501 -4.018
H -1.944 1.328 -4.467
C 1.157 1.987 -4.385
C 2.284 2.641 -3.893
H 2.132 3.530 -3.273
C 3.555 2.145 -4.184
H 4.430 2.665 -3.787
C 3.683 1.004 -4.989
H 4.681 0.631 -5.230
C 2.551 0.354 -5.501
H 2.648 -0.535 -6.131
C 1.281 0.859 -5.208
H 0.378 0.374 -5.594
H -0.184 3.141 -3.125
H -0.608 3.087 -4.851
O -0.026 0.141 4.717
C -0.328 0.403 3.593
N -0.601 0.642 2.434
```

- Highest occupied orbital energy (spin up / spin down): -7.621 / -7.626 eV
- Spin multiplicity: 3
- LUMO energy (spin up / spin down): -0.00260 / -0.00255 Ha

Entry from OMol25: a cluster of 2 separate species, C23H25N4O10 in total (the ωB97M-V functional and the def2-TZVPD basis).

```
62
Properties=species:S:1:pos:R:3
O -5.099 -0.307 -6.964
O -6.990 -5.670 -4.293
O 4.812 -3.016 4.828
O 2.410 3.938 3.382
O 7.195 1.149 3.839
O -1.023 4.108 -3.780
O 1.866 3.100 1.394
O 0.071 4.638 -1.968
O -5.207 -2.436 -7.707
O -6.492 -5.431 -2.104
C -5.192 -1.501 -6.729
C -6.513 -5.003 -3.388
C 5.289 -2.054 4.246
C 2.636 3.237 2.371
C 6.033 1.093 4.236
C -0.892 0.927 -0.362
C -5.830 -3.221 -5.026
C -4.877 -1.134 -4.268
C -5.503 -2.823 -2.669
C -0.401 2.072 -0.991
C -2.164 0.440 -0.676
C -2.432 2.214 -2.294
C -5.301 -1.953 -5.329
C -5.943 -3.674 -3.698
C -4.978 -1.558 -2.938
C -1.157 2.727 -1.981
C -2.959 1.093 -1.632
N 5.638 1.672 5.378
N -4.572 -0.778 -1.853
N 4.571 -0.944 4.092
N -0.668 3.889 -2.614
C 6.694 -2.135 3.686
C 6.494 2.505 6.218
C -4.396 0.688 -1.874
C 3.931 2.420 2.373
C 3.707 1.134 3.173
C 4.977 0.308 3.433
H -5.109 -1.930 -8.527
H -6.901 -6.308 -2.133
H -0.283 0.449 0.401
H -6.160 -3.865 -5.839
H -4.444 -0.166 -4.497
H -5.577 -3.147 -1.636
H 0.574 2.458 -0.687
H -2.537 -0.428 -0.144
H -3.038 2.730 -3.034
H 4.656 1.618 5.609
H -4.645 -1.205 -0.932
H 3.638 -0.987 4.468
H 6.688 -1.855 2.635
H 7.343 -1.462 4.244
H 7.055 -3.156 3.787
H 5.907 2.962 7.015
H 6.942 3.293 5.608
H 7.292 1.897 6.648
H -5.014 1.123 -1.082
H -4.755 1.119 -2.812
H 4.233 2.164 1.354
H 4.731 3.006 2.828
H 2.998 0.515 2.621
H 3.250 1.384 4.132
H 5.419 0.079 2.463
```

- Net charge: -1
- Relative energy (zero: lowest compared OMol25 entry of this formula, charge and spin): 0.000 eV
- Highest occupied orbital energy: -4.745 eV
- Spin multiplicity: 1
- LUMO energy: 0.04456 Ha

What is the spin multiplicity in the first record? 3